1.
# C34H39N5O2P2PtS2

A molecular structure, C34H39N5O2P2PtS2 (ωB97M-V/def2-TZVPD, the Open Molecules 2025 dataset).

Each line ends with the Löwdin charge.
Geometry (Å):
Pt (0.065, -0.259, 3.766)  0.9642
C (-1.080, 1.692, 3.489)  -0.2119
C (-1.422, 0.742, 2.504)  -0.2615
C (-0.946, 0.749, 1.060)  -0.1871
C (0.385, -0.003, 0.785)  -0.1833
C (1.303, -0.106, 1.975)  -0.2490
C (1.625, 1.003, 2.796)  -0.1851
C (1.175, 2.419, 2.548)  -0.1531
C (-0.107, 2.819, 3.318)  -0.1547
C (1.625, -1.238, 4.634)  -0.2603
H (-1.779, 1.817, 4.323)  0.1135
H (-2.377, 0.226, 2.668)  0.1106
H (-0.906, 1.763, 0.625)  0.1131
H (-1.727, 0.219, 0.491)  0.1088
H (0.129, -1.030, 0.474)  0.1192
H (0.917, 0.457, -0.067)  0.1107
H (2.019, -0.936, 1.969)  0.1135
H (2.514, 0.898, 3.431)  0.1203
H (1.080, 2.628, 1.471)  0.1199
H (1.977, 3.075, 2.916)  0.1280
H (0.186, 3.186, 4.317)  0.1221
H (-0.596, 3.671, 2.821)  0.1385
H (1.839, -0.796, 5.626)  0.0163
H (2.530, -1.223, 4.005)  0.0138
H (1.212, -2.255, 4.743)  0.0044
P (1.443, -1.178, -4.236)  1.0721
P (-1.668, -0.668, -3.875)  1.0245
N (2.862, -0.164, -4.178)  -0.2544
N (2.253, -2.404, -5.230)  -0.2516
N (-1.978, 1.048, -3.651)  -0.2644
N (-3.310, -1.049, -4.322)  -0.2881
C (0.544, -0.284, -5.603)  -0.3744
C (-0.957, -0.582, -5.600)  -0.3845
C (3.333, 0.488, -3.028)  -0.0390
C (4.382, 1.318, -3.394)  -0.0084
C (4.563, 1.186, -4.811)  0.0067
C (3.611, 0.293, -5.267)  -0.0403
C (2.380, -3.737, -4.806)  -0.0765
C (2.787, -4.513, -5.881)  -0.0252
C (2.931, -3.641, -7.009)  -0.0199
C (2.602, -2.366, -6.583)  -0.1067
C (-1.759, 1.693, -2.428)  -0.1497
C (-1.830, 3.061, -2.627)  -0.0857
C (-2.097, 3.279, -4.016)  -0.0667
C (-2.185, 2.035, -4.617)  -0.1579
C (-4.188, -0.329, -5.145)  -0.1291
C (-5.281, -1.125, -5.435)  -0.0682
C (-5.071, -2.394, -4.795)  -0.0821
C (-3.857, -2.332, -4.134)  -0.1511
H (0.952, -0.538, -6.587)  0.0667
H (0.738, 0.785, -5.439)  0.0930
H (-1.470, 0.162, -6.219)  0.0711
H (-1.177, -1.567, -6.038)  0.0944
H (2.867, 0.292, -2.075)  0.1112
H (4.945, 1.971, -2.746)  0.1171
H (5.280, 1.689, -5.442)  0.1229
H (3.414, -0.039, -6.271)  0.0989
H (2.153, -3.997, -3.785)  0.1125
H (2.943, -5.581, -5.882)  0.1147
H (3.210, -3.901, -8.020)  0.1176
H (2.573, -1.455, -7.162)  0.0954
H (-1.569, 1.104, -1.543)  0.0612
H (-1.687, 3.824, -1.876)  0.0933
H (-2.192, 4.223, -4.530)  0.1029
H (-2.382, 1.785, -5.651)  0.0935
H (-3.980, 0.680, -5.452)  0.0805
H (-6.119, -0.824, -6.044)  0.1006
H (-5.737, -3.240, -4.841)  0.0964
H (-3.319, -3.061, -3.550)  0.0910
O (0.473, 3.020, 8.142)  -0.2507
S (0.814, 1.630, 7.967)  0.6558
O (2.204, 1.241, 8.038)  -0.2537
N (0.121, 0.991, 6.583)  -0.0647
C (-0.752, 0.029, 6.811)  -0.7253
S (-1.336, -0.889, 5.502)  0.8631
C (-1.015, -0.212, 8.237)  -0.1731
C (-1.781, -1.167, 8.916)  0.0067
C (-1.654, -1.318, 10.300)  0.0031
C (-0.776, -0.508, 11.043)  0.0102
C (-0.032, 0.479, 10.383)  0.0146
C (-0.173, 0.594, 9.002)  -0.2001
H (-2.459, -1.792, 8.350)  0.1176
H (-2.228, -2.076, 10.834)  0.1309
H (-0.658, -0.636, 12.124)  0.1374
H (0.658, 1.145, 10.904)  0.1431

## Properties
- total charge = +2
- <S²> = 6.04
- multiplicity = 5
- HOMO (spin up / spin down) (hartree) = -0.40083 / -0.43894

2.
# C34H39N5O2P2S2Tc

A molecular structure, C34H39N5O2P2S2Tc (ωB97M-V/def2-TZVPD, the Open Molecules 2025 dataset).

Each line ends with the Löwdin charge.
Geometry (Å):
Tc (-2.057, -0.143, -0.951)  1.2797
C (-2.596, 0.375, -2.794)  -0.2703
C (-2.250, 1.592, -2.080)  -0.2821
C (-3.318, 2.491, -1.546)  -0.1672
C (-4.305, 1.705, -0.655)  -0.1655
C (-3.755, 0.446, -0.048)  -0.3088
C (-3.850, -0.910, -0.603)  -0.2618
C (-4.432, -1.177, -1.985)  -0.1412
C (-4.031, -0.044, -2.975)  -0.1522
C (-0.511, -1.805, 0.130)  -0.1192
H (-2.035, 0.266, -3.720)  0.1061
H (-1.429, 2.149, -2.527)  0.0944
H (-3.809, 2.934, -2.426)  0.1466
H (-2.883, 3.351, -1.001)  0.1141
H (-4.544, 2.362, 0.185)  0.1247
H (-5.231, 1.474, -1.185)  0.1245
H (-3.825, 0.474, 1.043)  0.0935
H (-4.003, -1.718, 0.118)  0.1080
H (-5.514, -1.404, -1.983)  0.1438
H (-3.976, -2.128, -2.311)  0.1238
H (-4.127, -0.459, -3.983)  0.1342
H (-4.702, 0.823, -2.929)  0.1148
H (0.013, -2.291, -0.706)  0.0144
H (-1.028, -2.611, 0.666)  0.0227
H (0.305, -1.503, 0.823)  -0.0407
P (-1.158, 0.222, 1.464)  1.0916
P (0.727, 1.099, -0.893)  1.0084
N (-2.520, -0.618, 2.519)  -0.1947
N (-0.028, 0.211, 2.816)  -0.2147
N (0.465, 0.778, -2.931)  -0.1751
N (2.094, 2.051, -1.194)  -0.3294
C (-1.289, 2.006, 1.130)  -0.3237
C (-0.252, 2.470, 0.026)  -0.3086
C (-3.031, -1.893, 2.216)  -0.1874
C (-4.129, -2.146, 3.036)  -0.0440
C (-4.303, -1.000, 3.866)  -0.0481
C (-3.304, -0.094, 3.545)  -0.1242
C (0.153, -0.935, 3.626)  -0.1017
C (0.587, -0.519, 4.883)  -0.0159
C (0.719, 0.920, 4.847)  -0.0231
C (0.357, 1.336, 3.572)  -0.1237
C (0.183, -0.524, -3.350)  -0.2704
C (0.055, -0.571, -4.742)  -0.0797
C (0.212, 0.749, -5.208)  -0.0515
C (0.471, 1.544, -4.098)  -0.1523
C (2.674, 2.786, -2.230)  -0.0895
C (3.974, 3.079, -1.870)  -0.0326
C (4.224, 2.468, -0.589)  -0.0666
C (3.076, 1.813, -0.207)  -0.2246
H (-1.094, 2.516, 2.088)  0.0779
H (-2.331, 2.292, 0.864)  0.0787
H (-0.759, 3.122, -0.712)  0.0766
H (0.507, 3.076, 0.552)  0.0971
H (-2.596, -2.522, 1.473)  0.0661
H (-4.740, -3.044, 3.010)  0.1173
H (-5.079, -0.865, 4.612)  0.1163
H (-3.071, 0.888, 3.939)  0.1181
H (-0.013, -1.922, 3.235)  0.1122
H (0.759, -1.143, 5.734)  0.1118
H (1.025, 1.571, 5.641)  0.1110
H (0.348, 2.322, 3.146)  0.0942
H (0.105, -1.346, -2.645)  0.0489
H (-0.122, -1.483, -5.322)  0.1214
H (0.170, 1.083, -6.251)  0.1249
H (0.655, 2.616, -4.103)  0.1039
H (2.111, 3.057, -3.106)  0.0816
H (4.679, 3.661, -2.448)  0.1134
H (5.132, 2.490, -0.008)  0.1113
H (2.871, 1.153, 0.622)  0.0921
O (3.755, -5.287, 0.911)  -0.2514
S (3.484, -4.011, 1.533)  0.6953
O (3.143, -3.974, 2.938)  -0.2764
N (2.407, -3.054, 0.608)  -0.0458
C (3.003, -2.035, 0.011)  -0.6848
S (2.357, -0.975, -1.136)  0.9289
C (4.416, -1.895, 0.349)  -0.2599
C (5.300, -0.898, -0.037)  -0.0306
C (6.617, -0.919, 0.431)  -0.0325
C (7.062, -1.980, 1.232)  -0.0257
C (6.177, -3.000, 1.607)  -0.0005
C (4.853, -2.908, 1.189)  -0.2049
H (4.926, -0.115, -0.695)  0.0808
H (7.300, -0.112, 0.151)  0.1201
H (8.092, -1.999, 1.578)  0.1216
H (6.488, -3.846, 2.220)  0.1354

## Properties
- total charge = +2
- ΔE to the lowest compared entry with this formula, charge and spin (kcal per mole) = 0.0
- <S²> = 3.80
- multiplicity = 4
- HOMO (spin up / spin down) (hartree) = -0.49956 / -0.49680

no.,E (eV),largest force on an atom (eV/Å),molecular weight (g/mol)
1,-90908.56215,4.146,870.88
2,-89854.93853,7.651,773.80